A cluster of 7 separate species, C32H67Br2FN6O20P in total in a non-equilibrium geometry. Source: the OMol25 dataset; level of theory: wB97M-V/def2-TZVPD.

Multiplicity: 1
Charge: +1
Orbital gap, eV: 6.15
Highest occupied orbital energy, eV: -11.275

Cartesian coordinates (Å):
Br  -6.56  3.47  4.49
Br  -5.46  0.52  2.18
P  -10.49  3.63  1.08
F  -10.59  5.85  5.17
O  -0.04  -3.11  -4.22
O  6.37  1.90  -2.16
O  -11.55  5.14  9.77
O  18.05  -3.92  -9.52
O  16.25  -2.95  -8.81
O  -9.68  6.25  3.27
O  -11.02  3.53  11.12
O  6.80  -0.29  -1.80
O  -0.82  0.75  0.79
O  -11.55  3.02  8.98
O  -0.22  -1.14  -5.33
O  11.64  -1.53  -3.97
O  1.00  -0.20  0.12
O  10.97  -3.58  -4.14
O  -0.41  -1.38  1.42
O  4.88  0.50  -1.18
O  -11.68  4.47  1.29
O  0.13  -2.94  -6.47
O  12.31  -2.75  -5.76
O  16.64  -5.10  -8.19
N  -10.02  -0.21  4.84
N  -9.33  3.80  2.38
N  -8.39  1.70  3.20
N  -10.63  -1.30  2.77
N  -7.46  2.97  1.39
N  -11.27  0.99  3.26
C  -13.46  5.37  8.28
C  -10.21  -0.03  3.41
C  -7.34  1.65  4.22
C  -0.11  -0.38  0.83
C  8.11  -0.13  -2.37
C  -9.98  3.92  3.70
C  -8.37  2.80  2.34
C  9.05  0.53  -1.38
C  0.93  -0.29  -3.36
C  0.42  -4.34  -6.52
C  11.70  -2.63  -4.73
C  -11.38  3.82  9.86
C  15.04  -2.95  -8.03
C  10.95  -4.85  -4.80
C  -6.13  0.68  4.01
C  -10.90  2.13  11.39
C  4.02  1.62  -0.98
C  -8.89  0.44  2.65
C  -11.98  5.62  8.49
C  12.23  -5.62  -4.57
C  -0.05  -2.47  -5.24
C  -10.07  5.45  3.99
C  -1.77  0.89  3.02
C  18.93  -5.04  -9.50
C  16.94  -4.09  -8.78
C  -2.04  0.74  1.54
C  12.47  -0.46  -4.44
C  -6.36  -0.78  4.59
C  15.32  -2.81  -6.55
C  6.05  0.81  -1.76
C  1.91  -1.31  0.16
C  -0.39  -0.46  -4.08
H  -7.80  1.40  5.20
H  8.73  1.55  -1.16
H  1.42  -2.23  -0.13
H  1.35  -1.26  -3.07
H  -13.68  4.30  8.25
H  12.43  -5.71  -3.50
H  -9.24  0.63  1.60
H  -5.29  1.08  4.61
H  12.26  -0.23  -5.48
H  1.42  -4.53  -6.11
H  2.71  -1.11  -0.55
H  -0.33  -4.92  -5.98
H  -2.71  0.97  3.57
H  -11.89  1.67  11.37
H  -5.37  -1.10  4.98
H  2.34  -1.39  1.15
H  19.72  -4.84  -10.23
H  8.47  -1.14  -2.60
H  13.08  -5.10  -5.02
H  -12.00  0.74  3.93
H  -10.48  2.03  12.38
H  15.87  -3.67  -6.17
H  -1.21  0.04  3.41
H  9.06  -0.02  -0.44
H  14.45  -3.84  -8.25
H  8.06  0.41  -3.31
H  12.16  -6.61  -5.01
H  -11.38  5.18  7.70
H  -9.14  -0.68  5.03
H  -7.08  3.91  1.29
H  4.43  2.28  -0.21
H  3.86  2.17  -1.91
H  -11.64  0.96  2.31
H  -11.63  -1.23  2.58
H  -10.13  0.65  5.36
H  -1.12  -0.97  -3.46
H  -9.81  4.03  -0.10
H  -2.63  1.59  1.19
H  0.41  -4.64  -7.56
H  14.46  -2.09  -8.38
H  -13.79  5.82  7.35
H  -7.23  2.21  0.75
H  1.67  0.20  -4.00
H  -14.04  5.79  9.10
H  -7.04  -0.78  5.46
H  14.39  -2.71  -5.99
H  -0.80  0.52  -4.32
H  -10.20  -1.33  1.84
H  0.80  0.31  -2.46
H  13.52  -0.72  -4.31
H  19.39  -5.14  -8.51
H  12.25  0.41  -3.83
H  -2.61  -0.17  1.32
H  10.74  -4.72  -5.87
H  10.11  -5.40  -4.38
H  15.94  -1.92  -6.37
H  10.06  0.56  -1.78
H  -8.18  -0.40  2.58
H  18.42  -5.95  -9.78
H  -11.79  6.69  8.49
H  -10.24  1.65  10.67
H  -11.02  3.56  3.64
H  3.06  1.24  -0.63
H  -9.41  3.49  4.54
H  -6.63  -1.49  3.79
H  -10.82  2.26  0.88
H  -1.18  1.78  3.21

***

A structure of composition C32H67CrO19S8 in a non-equilibrium geometry. Source: the OMol25 dataset; level of theory: wB97M-V/def2-TZVPD.

Multiplicity: 4
Charge: 0
Orbital gap (spin up / spin down), eV: 8.66 / 9.11
Relative energy (zero: lowest compared OMol25 entry of this formula, charge and spin), kcal per mole: 18.7
Expectation value of S²: 3.768
Highest occupied orbital energy (spin up / spin down), eV: -8.358 / -8.805

Cartesian coordinates (Å):
Cr  -0.09  -1.71  0.20
S  1.13  2.59  1.83
S  -3.08  -0.97  1.51
S  1.57  -4.41  -0.76
S  0.42  -2.05  6.55
S  -2.96  4.32  -0.71
S  0.78  2.24  -4.52
S  4.51  -0.22  -1.57
S  -1.03  -1.21  -2.99
O  0.01  -1.18  -3.95
O  -2.92  4.29  0.72
O  1.46  3.29  0.59
O  -2.01  -0.34  0.71
O  0.33  -1.50  1.94
O  -0.79  -2.06  -1.83
O  -0.40  1.67  -5.15
O  3.37  -0.84  -2.31
O  -0.98  -1.70  6.59
O  -1.17  -3.26  0.92
O  5.52  0.42  -2.34
O  -3.67  3.28  -1.32
O  0.98  -0.31  -0.49
O  0.64  2.60  -3.11
O  1.17  -3.22  0.02
O  1.11  -1.87  7.80
O  2.92  -4.86  -0.53
O  -3.93  -1.96  0.85
O  2.01  1.60  2.44
C  0.56  -3.74  5.91
C  -3.19  0.36  -2.49
C  -0.99  1.85  3.10
C  1.35  3.60  -5.50
C  0.76  3.71  3.15
C  1.28  -1.18  5.28
C  -0.17  2.84  3.99
C  -1.17  4.33  -1.28
C  -4.16  0.33  2.03
C  0.34  -5.48  -2.89
C  -0.98  5.71  -1.87
C  1.29  -4.33  -2.54
C  3.95  0.72  -0.14
C  -3.23  -0.85  4.11
C  -0.64  -5.48  -1.72
C  0.99  -3.53  4.46
C  2.67  3.13  -6.11
C  2.13  1.16  -4.76
C  -2.10  6.64  -1.34
C  -1.64  0.38  -2.39
C  -2.49  -1.69  3.04
C  -3.39  5.90  -1.46
C  1.91  -2.33  4.40
C  -0.41  1.83  1.67
C  -2.64  -1.63  -3.71
C  0.26  -5.53  -0.42
C  -4.53  -0.07  3.51
C  3.28  2.03  -5.14
C  5.22  -1.57  -0.64
C  -3.58  -1.13  -2.62
C  3.90  -0.29  1.03
C  4.32  -1.72  0.58
H  4.78  -2.35  1.32
H  -0.37  -4.21  6.13
H  1.28  -4.11  6.64
H  -0.51  4.22  -0.38
H  -0.10  -5.42  -3.90
H  4.01  1.40  -5.69
H  2.45  2.58  -7.05
H  2.25  -4.36  -3.06
H  1.73  3.94  3.54
H  -1.31  0.48  -1.37
H  -5.44  -0.75  3.46
H  0.81  -3.40  -2.75
H  -4.70  0.86  4.02
H  1.22  -0.66  -1.38
H  -2.81  -2.70  2.96
H  -0.90  3.57  4.45
H  -1.30  -6.35  -1.66
H  -2.72  -2.70  -3.95
H  -1.32  5.52  -2.92
H  0.25  4.58  2.64
H  -0.89  0.81  3.37
H  0.95  -0.78  2.02
H  -3.58  -1.46  4.98
H  0.48  -0.79  4.62
H  2.88  -0.34  1.39
H  0.47  3.83  -6.16
H  -3.49  0.87  -3.48
H  0.74  -6.40  -0.25
H  -2.11  -3.15  0.97
H  -2.32  7.61  -1.87
H  2.11  -2.04  3.37
H  0.22  2.30  4.84
H  3.41  3.93  -6.30
H  4.52  0.12  1.81
H  -1.31  -4.60  -1.67
H  2.11  0.64  -3.81
H  -0.87  3.48  -1.92
H  1.98  -0.47  5.73
H  -3.63  0.94  -1.71
H  4.61  1.54  0.05
H  -1.02  2.37  0.92
H  -4.58  -1.22  -3.02
H  1.53  -4.41  4.08
H  -3.65  1.30  1.84
H  0.06  6.03  -1.83
H  -2.55  -0.18  4.60
H  1.82  0.46  -5.58
H  -5.03  0.27  1.45
H  1.57  4.40  -4.80
H  -3.38  -1.82  -1.79
H  0.03  -3.45  3.85
H  -3.73  5.71  -2.49
H  3.41  -2.26  0.30
H  -1.39  -1.74  3.13
H  5.29  -2.48  -1.19
H  3.70  2.50  -4.23
H  2.81  -2.57  4.90
H  6.29  -1.19  -0.43
H  2.88  1.04  -0.46
H  -4.15  6.30  -0.81
H  -1.90  6.78  -0.28
H  -2.55  -1.00  -4.59
H  -0.16  0.83  1.35
H  -1.27  1.09  -3.08
H  -2.07  2.05  3.05
H  0.86  -6.44  -2.74
H  -0.19  -5.16  0.50

***

A cluster of 3 separate species, C32H68BrI3N7O7P2 in total in a non-equilibrium geometry. Source: the OMol25 dataset; level of theory: wB97M-V/def2-TZVPD.

Multiplicity: 1
Charge: +1
Orbital gap, eV: 6.41
Highest occupied orbital energy, eV: -9.221

Cartesian coordinates (Å):
I  4.69  -1.16  0.04
I  10.37  3.82  0.01
I  1.77  2.04  1.47
Br  2.97  1.73  5.12
P  -7.89  -3.73  -3.05
P  -0.79  -2.48  -1.28
O  0.05  -1.76  -0.22
O  2.91  6.93  3.07
O  4.03  3.24  2.96
O  7.11  5.92  2.52
O  -6.43  -3.96  -2.69
O  0.90  6.54  2.19
O  6.68  4.68  3.04
N  -7.62  -2.18  -3.81
N  -0.37  -4.08  -0.73
N  6.57  1.74  3.34
N  -9.59  -3.42  -3.05
N  -8.01  -5.03  -4.19
N  -1.51  -3.15  -2.70
N  -2.31  -1.93  -0.67
C  -2.56  -0.50  -0.79
C  -7.90  -6.37  -3.62
C  4.37  2.88  4.25
C  0.31  5.54  3.02
C  -3.55  -2.68  -0.55
C  -1.16  -4.75  0.28
C  1.05  -4.25  -0.43
C  -10.32  -2.33  -3.66
C  4.31  4.17  5.11
C  -1.75  -4.55  -3.03
C  -2.01  -2.21  -3.70
C  -10.44  -4.41  -2.39
C  4.64  3.84  0.72
C  4.73  2.73  1.84
C  -6.66  -1.34  -3.10
C  0.39  5.83  4.53
C  5.76  1.10  5.49
C  -7.37  -2.07  -5.23
C  2.90  5.76  0.97
C  2.87  -0.73  2.29
C  2.29  6.44  2.17
C  7.15  3.71  2.10
C  -8.72  -5.04  -5.45
C  5.78  2.22  4.53
C  6.75  1.57  0.85
C  4.36  5.28  1.24
C  8.26  1.69  0.48
C  5.82  0.25  6.34
C  3.89  1.51  1.22
C  4.10  0.06  1.77
C  6.26  2.45  2.04
C  8.59  2.73  -0.63
H  -0.90  -5.18  -2.79
H  -8.26  -2.29  -5.82
H  8.19  3.48  2.39
H  1.31  -3.84  0.55
H  7.55  1.93  3.56
H  2.92  6.50  0.16
H  4.58  5.49  2.28
H  -11.25  -3.94  -1.84
H  0.65  4.52  2.79
H  1.32  -5.30  -0.45
H  5.23  4.76  5.03
H  -7.16  -6.39  -2.82
H  7.04  6.54  3.26
H  7.82  3.49  -0.78
H  2.44  -0.32  3.21
H  -0.02  4.95  5.04
H  3.82  3.62  0.03
H  -4.31  -2.09  -0.05
H  7.24  4.22  1.14
H  4.89  -0.10  2.51
H  4.00  1.50  0.14
H  -6.81  -1.41  -2.02
H  -3.97  -2.99  -1.51
H  -3.09  -2.06  -3.60
H  3.40  4.74  4.93
H  6.62  0.54  1.17
H  -3.28  -0.16  -0.05
H  3.27  -1.72  2.56
H  1.42  5.94  4.89
H  -10.46  -2.51  -4.73
H  -1.81  -2.56  -4.71
H  2.24  4.96  0.62
H  -1.29  -4.14  1.18
H  -9.84  -1.37  -3.51
H  6.40  2.98  5.02
H  8.54  0.71  0.07
H  -1.65  0.07  -0.62
H  -8.35  -4.28  -6.13
H  -3.44  -3.56  0.08
H  -10.88  -5.11  -3.12
H  -1.52  -1.24  -3.60
H  8.90  2.24  -1.55
H  1.67  -3.75  -1.18
H  6.18  1.78  -0.06
H  -2.14  -5.04  -0.11
H  -6.81  -0.29  -3.37
H  -5.62  -1.61  -3.31
H  6.51  0.72  3.26
H  4.26  3.82  6.15
H  -7.12  -1.04  -5.50
H  6.02  -0.22  7.28
H  2.14  -0.93  1.50
H  -9.81  -4.93  -5.35
H  -2.64  -4.92  -2.53
H  8.92  1.82  1.34
H  -9.87  -4.99  -1.67
H  -8.85  -6.72  -3.21
H  -1.91  -4.67  -4.11
H  -2.94  -0.24  -1.79
H  5.51  3.83  0.06
H  4.98  5.95  0.64
H  -0.70  -5.69  0.58
H  -11.31  -2.23  -3.22
H  -7.56  -7.09  -4.37
H  -0.22  6.69  4.79
H  -0.76  5.55  2.77
H  -6.54  -2.71  -5.56
H  -8.55  -5.98  -5.97

***

A cluster of 3 separate species, C32H69N4O4P in total in a non-equilibrium geometry. Source: the OMol25 dataset; level of theory: wB97M-V/def2-TZVPD.

Multiplicity: 1
Charge: 0
Orbital gap, eV: 8.20
SMILES string: CCCCCCCCCCO[P@](=O)(OCCCCn1cccc1)ONCC.CCN(CC)CC.CCN(CC)CC
Highest occupied orbital energy, eV: -7.757

Cartesian coordinates (Å):
P  -1.59  -0.69  -1.62
O  -2.34  0.42  -2.47
O  -0.18  -0.13  -1.08
O  -2.43  -1.26  -0.57
O  -1.11  -1.69  -2.74
N  6.43  6.13  2.97
N  -6.70  -5.54  -0.40
N  -5.39  0.98  -0.14
N  -0.37  0.65  0.10
C  -5.51  -0.36  0.07
C  -4.26  2.77  -1.42
C  -7.49  -5.31  -1.59
C  4.55  0.86  -0.36
C  -1.27  -3.10  -2.44
C  7.23  5.15  2.27
C  -5.94  -6.77  -0.44
C  -5.37  -7.17  0.91
C  -6.00  -4.39  0.13
C  5.01  5.83  3.09
C  -2.79  2.44  -1.13
C  6.14  8.52  3.56
C  1.17  -3.44  -2.05
C  1.26  -0.21  1.82
C  -0.18  -0.12  1.32
C  4.11  6.08  1.87
C  -2.06  1.82  -2.31
C  3.49  -1.06  -1.73
C  -5.86  0.69  2.02
C  6.74  7.50  2.61
C  -6.76  -5.10  -2.92
C  2.27  -3.23  -1.00
C  -5.82  -0.59  1.40
C  4.79  -0.38  -1.25
C  -5.10  1.51  -1.46
C  -5.59  1.63  1.05
C  -4.69  -3.96  -0.55
C  7.09  5.05  0.75
C  6.51  0.17  1.18
C  -0.24  -3.57  -1.45
C  5.13  0.79  1.06
C  3.52  -2.61  -1.65
H  6.93  0.33  2.16
H  -4.87  -3.45  -1.49
H  -2.27  3.32  -0.77
H  4.24  5.32  1.10
H  -6.61  -7.57  -0.77
H  -6.69  -3.54  0.14
H  6.41  8.30  4.60
H  1.91  -0.64  1.06
H  -6.09  0.86  3.06
H  6.42  -0.92  1.08
H  3.47  0.97  -0.25
H  -7.47  -5.16  -3.75
H  4.92  4.78  3.40
H  -4.15  -3.26  0.10
H  -5.78  -4.58  1.19
H  3.64  -2.99  -2.67
H  -0.34  -3.05  -0.50
H  -6.28  -4.12  -2.97
H  -8.16  -6.17  -1.71
H  -2.42  2.29  -3.23
H  8.28  5.36  2.50
H  -5.39  -1.11  -0.69
H  5.40  -1.14  -0.76
H  -6.04  1.73  -1.96
H  4.61  6.40  3.93
H  4.42  0.33  1.75
H  4.88  1.77  -0.85
H  -0.59  -1.10  1.14
H  -4.66  3.44  -0.67
H  -2.29  -3.32  -2.15
H  -6.15  -7.20  1.67
H  -1.10  -3.62  -3.38
H  5.05  8.56  3.49
H  6.44  7.75  1.58
H  -4.35  3.31  -2.36
H  5.32  -0.05  -2.14
H  -4.59  -6.48  1.25
H  -5.99  -1.54  1.85
H  -5.12  -6.74  -1.18
H  7.89  4.43  0.34
H  -4.63  0.73  -2.06
H  2.56  -4.16  -0.52
H  6.51  9.52  3.32
H  4.39  -2.96  -1.10
H  -0.41  -4.63  -1.24
H  2.62  -0.70  -1.19
H  -4.03  -4.81  -0.74
H  7.15  6.02  0.26
H  7.04  4.17  2.71
H  6.15  4.57  0.46
H  1.62  0.77  2.11
H  1.39  -4.36  -2.59
H  0.22  1.47  0.04
H  1.29  -0.86  2.69
H  3.07  6.05  2.18
H  -0.80  0.36  2.08
H  5.21  1.82  1.41
H  7.18  0.48  0.39
H  3.31  -0.82  -2.77
H  -5.99  -5.86  -3.09
H  7.83  7.61  2.65
H  -8.15  -4.46  -1.41
H  1.92  -2.53  -0.24
H  -1.00  2.03  -2.27
H  -4.91  -8.16  0.85
H  -2.77  1.73  -0.30
H  4.30  7.06  1.42
H  -5.52  2.70  1.15
H  1.23  -2.61  -2.74